Below is the molecule C6H10O, with properties calculated with ωB97M-V/def2-TZVPD.

Summary:
Lowest unoccupied orbital energy (alpha / beta) = 0.959 / 0.987 eV
2S+1 = 1
Energy above the lowest of the compared OMol25 structures with the same formula, charge and spin = 89.2 kcal per mole
Total charge = 0
Max |F| = 0.7 eV/A

Element x y z (Å)
O (1.6431, -0.4534, 1.4170)
C (0.4249, -0.5368, 1.8512)
C (-0.9446, -0.7851, -0.3183)
C (-0.4840, 1.3971, -1.5606)
C (-0.7742, -0.1257, 1.0726)
C (2.1368, -0.0727, 0.2725)
C (-0.8100, 0.1072, -1.5265)
H (3.2128, -0.1350, 0.2144)
H (-0.2714, 1.9752, -0.6650)
H (-1.9330, -1.2589, -0.3679)
H (-0.9882, -0.4014, -2.4750)
H (-0.8254, 0.9702, 0.9714)
H (-0.2306, -1.6138, -0.4295)
H (1.4952, 0.2582, -0.5311)
H (-1.6327, -0.3948, 1.6964)
H (0.3742, -0.8577, 2.8819)
H (-0.3931, 1.9274, -2.5036)